1.
An isolated molecule of C2H4S2 at a distorted geometry, computed with ωB97M-V with the def2-TZVPD basis set.

Energy: -874.84664 a.u.
HOMO level (spin up / spin down): -6.38 / -9.34 eV
Kohn-Sham gap (spin up / spin down): 7.23 / 6.79 eV
<S²>: 2.006

```
! wB97M-V def2-TZVPD RIJCOSX def2/J DEFGRID3
* xyz 0 3
S -1.5263 -1.1069 -0.0139
S -0.8878 1.7406 -0.0586
C -0.3896 0.0728 -0.1112
C 1.0731 -0.3719 0.0164
H -2.0885 1.1796 -0.1474
H 1.0514 -1.2811 -0.5000
H 1.6228 0.5401 -0.2037
H 1.1449 -0.7734 1.0183
*
```

So, what does the Löwdin scheme give us? The charges, in e, come out as: number 1, S, carries 0.735; number 2, S, carries 0.729; number 3, C, carries -1.292; number 4, C, carries -0.169; number 5, H, carries -0.173; number 6, H, carries 0.031; number 7, H, carries 0.075; number 8, H, carries 0.063

2.
A structure of composition CH6AlO4Sn at a distorted geometry, computed with ωB97M-V with the def2-TZVPD basis set.

Energy: -799.09252 a.u.
HOMO level: -14.04 eV
Kohn-Sham gap: 8.34 eV

```
! wB97M-V def2-TZVPD RIJCOSX def2/J DEFGRID3
* xyz 1 1
Sn 0.2644 -2.3237 0.3910
Al -0.8437 0.3832 0.0906
O 2.0324 -0.9517 0.4998
O 1.5140 -0.5906 -0.8558
O -1.2107 -1.1762 -0.7832
O -2.0432 1.5612 0.0192
C 0.9621 0.8005 -0.6932
H -0.4605 -0.2977 1.5800
H 1.6553 1.3489 -0.0601
H -2.0502 -1.5581 -0.4856
H -2.3880 1.8592 0.8630
H 1.6302 -0.2996 1.1191
H 0.9381 1.2446 -1.6848
*
```

Here are the Löwdin charges for atoms 1 to 8, given in e: number 1, Sn, carries 1.540; number 2, Al, carries 0.103; number 3, O, carries -0.218; number 4, O, carries -0.251; number 5, O, carries -0.317; number 6, O, carries -0.113; number 7, C, carries -0.121; number 8, H, carries 0.015

3.
A structure of composition C8H5FN2OS, computed with ωB97M-V with the def2-TZVPD basis set.

Energy: -990.68185 a.u.
HOMO level: -9.36 eV
Kohn-Sham gap: 8.59 eV

```
! wB97M-V def2-TZVPD RIJCOSX def2/J DEFGRID3
* xyz 0 1
S -3.3562 1.0073 0.1506
F 0.5090 -2.5899 1.6938
O 2.0542 -3.0924 0.1895
N -2.3491 -0.2270 -0.0564
N -2.3317 2.2079 0.3379
C 0.0931 -0.4081 -0.2727
C 0.1084 2.4191 0.1764
C -1.1218 0.2958 -0.0729
C 1.0031 -2.5936 0.4232
C 1.2516 1.7213 -0.0185
C 1.2407 0.3134 -0.2427
C -1.1106 1.7039 0.1535
C 0.0729 -1.8973 -0.5216
H 0.3845 -2.1231 -1.5358
H 2.1860 -0.1893 -0.3935
H -0.9361 -2.2652 -0.3563
H 0.1018 3.4831 0.3498
H 2.2004 2.2339 -0.0043
*
```

Here are the Löwdin charges for atoms 1 to 8, given in e: number 1, S, carries 1.018; number 2, F, carries 0.092; number 3, O, carries 0.164; number 4, N, carries -0.223; number 5, N, carries -0.236; number 6, C, carries -0.163; number 7, C, carries -0.017; number 8, C, carries -0.319

4.
A structure of composition C5H9NO2 at a distorted geometry, computed with ωB97M-V with the def2-TZVPD basis set.

Energy: -400.98401 a.u.
HOMO level (spin up / spin down): -7.24 / -7.23 eV
Kohn-Sham gap (spin up / spin down): 7.09 / 7.08 eV

```
! wB97M-V def2-TZVPD RIJCOSX def2/J DEFGRID3
* xyz 0 1
O 1.9220 0.0326 1.9897
O 0.6810 -2.0062 -0.5246
N -1.6246 -0.8146 0.5570
C -0.6982 0.1799 0.5740
C 1.2910 0.2280 -1.1307
C 2.1988 -0.6276 1.0280
C -1.1777 1.5151 0.0820
C 0.9526 -0.7088 -0.2079
H -1.3124 -1.7233 0.8731
H -1.9637 1.8631 0.7590
H -2.2317 -0.8715 -0.2490
H 1.5156 1.2450 -0.8547
H 1.5744 -0.0527 -2.1395
H 0.9452 -2.1784 -1.4389
H -1.5852 1.4512 -0.9266
H -0.1125 0.2229 1.5053
H -0.3746 2.2453 0.1039
*
```

Here are the Löwdin charges for atoms 1 to 8, given in e: number 1, O, carries -0.030; number 2, O, carries -0.003; number 3, N, carries 0.090; number 4, C, carries -0.258; number 5, C, carries 0.007; number 6, C, carries -0.046; number 7, C, carries -0.059; number 8, C, carries -0.519

5.
The ion C4H9NO2 with charge +1 at a distorted geometry, computed with ωB97M-V with the def2-TZVPD basis set.

Energy: -362.71838 a.u.
HOMO level (spin up / spin down): -16.61 / -16.48 eV
Kohn-Sham gap (spin up / spin down): 13.28 / 7.42 eV
<S²>: 0.763

```
! wB97M-V def2-TZVPD RIJCOSX def2/J DEFGRID3
* xyz 1 2
O 0.4620 1.0084 1.4333
O 2.3274 0.0342 0.6452
N 0.3286 -0.6384 -0.1561
C -1.0437 -0.6642 -0.7391
C -2.0608 -0.1652 0.3001
C -0.8728 0.1832 -2.0183
C 1.0131 0.1991 0.7396
H 2.7042 0.6339 1.3158
H -1.2559 -1.7097 -0.9761
H -0.9588 1.2373 -1.7324
H 0.1632 0.1913 -2.3728
H -2.9173 -0.8241 0.4382
H 0.8925 -1.2756 -0.7266
H -1.6347 -0.0311 1.2851
H -1.6136 -0.0472 -2.7734
H -2.4938 0.7892 -0.0017
*
```

Here are the Löwdin charges for atoms 1 to 8, given in e: number 1, O, carries 0.219; number 2, O, carries 0.185; number 3, N, carries 0.292; number 4, C, carries -0.292; number 5, C, carries -0.015; number 6, C, carries 0.011; number 7, C, carries -0.504; number 8, H, carries 0.169

6.
An isolated molecule of C12H16ClNO3S, computed with ωB97M-V with the def2-TZVPD basis set.

Energy: -1605.69792 a.u.
HOMO level: -9.00 eV
Kohn-Sham gap: 9.62 eV
SMILES: COc1ccc(S(=O)(=O)NC2CCCC2)cc1Cl

```
! wB97M-V def2-TZVPD RIJCOSX def2/J DEFGRID3
* xyz 0 1
Cl -2.8629 2.3906 -0.1415
S 1.2883 -1.0914 -0.2633
O -4.4937 0.0798 0.1420
O 1.7972 -0.4304 -1.4257
O 1.5044 -2.5073 -0.1340
N 1.8064 -0.3185 1.1360
C -5.4687 -0.9294 0.2741
C 3.0700 0.4072 1.1628
C -0.4687 -0.7801 -0.1356
C -1.3519 -1.8278 0.0102
C -0.9172 0.5273 -0.1866
C 4.3869 1.9021 -0.2026
C 4.2662 -0.3720 0.5671
C 2.9810 1.7127 0.3583
C 4.7728 0.4800 -0.5996
C -2.2706 0.7773 -0.0880
C -3.1946 -0.2740 0.0583
C -2.7119 -1.5796 0.1060
H 3.9451 -1.3589 0.2355
H -5.3314 -1.5003 1.1972
H 2.2839 1.5648 -0.4639
H -3.3923 -2.4083 0.2161
H 4.2364 0.2044 -1.5070
H 4.4080 2.5930 -1.0433
H -5.4598 -1.6088 -0.5832
H 1.7454 -1.0027 1.8753
H -0.9636 -2.8330 0.0427
H 2.6433 2.5477 0.9703
H -0.2122 1.3331 -0.3042
H 5.0466 -0.4978 1.3194
H 3.2563 0.6359 2.2176
H 5.8423 0.3606 -0.7669
H -6.4232 -0.4074 0.3113
H 5.0585 2.2751 0.5738
*
```

Here are the Löwdin charges for atoms 1 to 8, given in e: number 1, Cl, carries 0.737; number 2, S, carries 0.662; number 3, O, carries -0.107; number 4, O, carries -0.269; number 5, O, carries -0.295; number 6, N, carries -0.094; number 7, C, carries -0.071; number 8, C, carries -0.341

7.
A structure of composition C17H17Cl2N3O3 at a distorted geometry, computed with ωB97M-V with the def2-TZVPD basis set.

Energy: -1967.81413 a.u.
HOMO level: -8.12 eV
Kohn-Sham gap: 7.66 eV

```
! wB97M-V def2-TZVPD RIJCOSX def2/J DEFGRID3
* xyz 0 1
Cl -2.6009 0.0438 0.9231
Cl -4.6518 2.4641 0.2255
O -0.5733 -1.3438 -0.6320
O 3.3504 -1.3243 4.0286
O 1.6822 2.6142 -0.1986
N 2.1427 -2.0381 2.0848
N 1.2529 -1.7719 1.2975
N 1.6318 0.9117 1.9440
C 2.8240 1.6896 0.1348
C -1.3655 -1.4078 -1.7248
C 0.6637 1.7553 1.5956
C 0.5565 1.9649 0.0820
C -3.9519 1.3019 -1.1718
C 2.9065 1.2263 1.3620
C 1.2156 -2.4065 0.3099
C -0.1353 -3.1579 -1.5510
C -2.4782 -0.3211 -1.9056
C 2.4198 -1.0461 3.1258
C -3.6409 0.8119 -3.5463
C 0.1768 -2.3933 -0.5416
C -4.2876 1.8516 -2.4630
C -2.8136 -0.3091 -3.2564
C -1.0720 -2.4929 -2.5256
C -2.9211 0.4545 -0.9425
C 1.6128 0.1552 3.1268
H 0.2800 0.9369 -0.4822
H -1.6147 -3.0013 -3.2128
H 0.7299 2.7260 2.3081
H 3.0186 -2.8661 1.9093
H 3.7942 2.3035 -0.4767
H -0.2172 2.8366 0.0192
H 3.7292 0.5833 1.6308
H -0.4037 1.1773 1.9272
H 0.6518 -0.3472 3.6477
H 0.3588 -4.2122 -2.0896
H 1.7883 -3.6283 0.3463
H -4.1447 1.0136 -4.6450
H -5.0482 2.4267 -2.5475
H 2.5419 0.6680 -0.4024
H -2.4762 -0.7864 -3.9346
H 3.1825 2.0803 2.1399
H 1.8859 0.8568 4.0811
*
```

Here are the Löwdin charges for atoms 1 to 8, given in e: number 1, Cl, carries 0.594; number 2, Cl, carries 0.468; number 3, O, carries 0.031; number 4, O, carries -0.034; number 5, O, carries -0.136; number 6, N, carries 0.006; number 7, N, carries 0.011; number 8, N, carries -0.225

- The highest energy belongs to which entry?
  C4H9NO2

- Among the records above, which one has the lowest energy?
  C17H17Cl2N3O3

- The lowest energy belongs to which entry?
  C17H17Cl2N3O3

- Number 6 is which compound?
  C12H16ClNO3S